[1]
Below is one molecule with the formula C5H11NO, with properties calculated with ωB97M-V/def2-TZVPD.

```
18
C5H11NO | OMol25 | ωB97M-V/def2-TZVPD
H -0.443 -0.022 1.638
C -1.825 -1.705 -1.707
H -2.003 -1.249 0.402
H 1.995 2.743 0.683
N -0.007 -0.905 -0.281
H -0.112 -0.128 -0.905
H 2.448 0.204 0.850
H 1.401 1.067 2.090
C -1.245 -1.659 -0.276
H -1.089 -2.714 -0.041
C 1.477 0.633 1.085
H -2.183 -0.751 -2.084
H -1.063 -2.259 -2.253
H 0.823 -1.204 1.649
C 0.370 -0.437 1.007
O 0.238 2.284 -0.195
C 1.230 1.990 0.405
H -2.718 -2.333 -1.752
```

Output
Kohn-Sham gap = 9.944 eV
spin multiplicity = 1
SMILES = CCNCCC=O

[2]
Below is C16H40N4PPdS as an isolated structure, with properties calculated with ωB97M-V/def2-TZVPD.

```
63
C16H40N4PPdS | OMol25 | ωB97M-V/def2-TZVPD
H -0.239 -0.365 4.560
H -1.718 0.302 4.122
C -1.996 2.307 -0.910
H 2.177 -1.504 -0.632
H 1.117 -2.027 0.821
N 0.802 -2.146 1.810
C 2.227 1.140 1.111
H 2.034 3.254 -1.719
H -1.010 -2.599 4.668
S -2.066 1.612 1.975
H 3.172 1.941 -1.396
Pd -0.647 -0.415 1.945
C 1.491 1.966 0.020
N -0.270 -0.292 0.013
C -2.698 -2.405 3.216
H 3.116 3.302 -0.319
H -1.358 -3.426 0.202
C -1.361 -3.441 1.334
C 0.331 -1.589 -2.522
C 0.687 3.066 0.725
H 2.419 1.061 -3.355
C -0.448 2.949 -2.719
H 1.468 0.481 1.484
H -2.850 -1.925 1.157
C 0.135 -3.487 1.874
C 2.508 2.641 -0.911
H -0.343 -1.392 -3.375
H 0.828 0.681 -4.023
H 2.542 1.742 1.948
N -2.132 -2.258 1.807
H -0.227 3.844 -2.114
H -2.580 1.162 -3.057
H 2.937 -1.710 -2.207
H -1.800 -0.164 -2.231
H -2.486 -1.740 5.218
H -1.261 3.250 -3.368
H -3.626 -1.831 3.242
H -0.166 2.638 1.300
C 1.686 0.237 -3.498
H -1.056 0.644 -3.685
H -0.267 -1.890 -1.660
C -1.604 0.783 -2.756
H 0.692 -4.188 1.237
H -2.447 1.458 -0.390
H -1.837 -4.373 1.652
C -1.770 -1.836 4.359
H -2.911 -3.459 3.379
P 0.379 0.774 -0.957
H -1.606 3.048 -0.186
H 3.244 -0.194 -1.346
H 0.248 3.778 -0.006
H -2.773 2.801 -1.484
H 0.985 -2.435 -2.850
H 1.309 3.648 1.420
H 2.150 -0.501 -4.155
H 0.436 2.666 -3.326
N -1.135 -0.562 4.058
H 1.624 -2.129 2.432
C 1.236 -0.405 -2.189
H 0.083 -3.861 2.896
C -0.939 1.797 -1.845
C 2.489 -0.982 -1.526
H 3.071 0.560 0.731
```

Output
Kohn-Sham gap (spin up / spin down) = 7.345 / 6.093 eV
spin multiplicity = 5
total charge = +1

[3]
Below is C22H22BrN6O10STl as an isolated structure, with properties calculated with ωB97M-V/def2-TZVPD.

```
63
C22H22BrN6O10STl | OMol25 | ωB97M-V/def2-TZVPD
C 1.312 1.521 -4.086
H 2.451 -5.937 2.809
N -2.727 2.510 0.755
C -2.273 -0.564 3.722
H 0.801 2.011 -2.057
O -3.946 2.152 0.563
O 1.217 3.328 1.366
C -3.267 4.873 0.400
H 0.597 5.489 1.125
Br 2.737 -8.102 0.814
C 3.442 0.117 -3.018
C 1.242 -3.687 0.583
H 2.045 0.926 -6.019
H -1.993 -3.325 4.158
H -1.001 -2.716 2.794
O 0.714 -1.801 -0.716
H -1.240 -0.408 3.379
H 1.656 2.484 1.072
N -2.826 -1.751 3.096
C 1.674 -4.210 1.794
N 0.241 2.283 -4.639
C 1.230 -4.498 -0.546
H -2.282 -0.661 4.813
C -3.207 0.536 3.217
C -3.555 -1.383 1.999
C 1.492 1.479 -2.699
N -0.126 3.029 1.159
S -4.179 -2.452 0.908
H -2.463 -3.686 2.476
Tl -0.574 0.476 0.043
C 2.181 0.869 -4.948
H 0.885 -4.070 -1.477
C -2.019 -2.941 3.133
C -0.917 4.010 0.928
O 1.926 1.169 0.091
H -0.596 5.826 -0.148
O 5.128 -1.067 -4.821
C -0.457 5.443 0.862
O -0.510 2.867 -3.871
H -1.028 6.060 1.552
H 1.681 -3.589 2.675
O 4.048 0.647 -0.331
H -3.991 0.766 3.956
H -3.050 5.306 -0.575
O 3.967 -0.379 -6.502
H -4.276 4.465 0.391
C 2.112 -5.521 1.872
C 1.659 -5.809 -0.485
H -3.207 5.659 1.153
H -4.057 0.544 1.261
N 4.165 -0.473 -5.291
C -2.322 3.735 0.704
C 2.103 -6.296 0.728
N -3.814 -0.068 2.052
C 3.245 0.160 -4.403
O 0.126 2.336 -5.860
H 1.645 -6.436 -1.367
H -2.676 1.449 2.954
H 4.288 -0.409 -2.601
O 0.374 -1.659 1.480
C 2.568 0.781 -2.168
C 0.745 -2.249 0.441
C 2.883 0.843 -0.654
```

Output
Kohn-Sham gap = 5.185 eV
spin multiplicity = 1
total charge = -2

[4]
Below is a 15-piece molecular cluster, C60H105N15 overall, with properties calculated with ωB97M-V/def2-TZVPD.

```
180
C60H105N15 | OMol25 | ωB97M-V/def2-TZVPD
H -2.888 -2.366 -4.413
C -4.558 2.882 -3.177
H 4.436 -1.945 0.576
H -2.839 -5.596 0.693
H -8.183 -2.113 1.557
C -4.712 -0.229 2.905
H 2.383 -2.243 -3.606
H -2.681 1.535 0.901
H -1.148 3.963 3.067
H -0.203 4.612 5.364
H -3.739 -3.263 -0.016
H 2.861 -4.808 2.332
C 1.135 5.904 -2.759
H -0.477 2.265 3.322
H -0.634 -3.338 -3.706
C -0.652 2.320 6.894
C 5.428 -2.341 0.694
H 1.341 7.077 0.429
N -6.137 -1.598 -0.667
C -3.247 -3.425 1.991
C -3.466 0.155 2.288
C 0.813 -3.713 5.752
N 3.061 3.121 2.819
H 0.416 -4.617 6.158
H 1.108 4.189 -0.707
N 4.085 1.059 0.093
H 2.485 -0.426 -0.573
H -5.040 -3.657 1.063
C -4.773 -6.272 1.258
H 3.083 0.023 -4.399
H 1.394 -4.000 4.884
C 3.720 0.793 5.345
N -0.843 4.499 -6.516
N 1.082 -2.577 -6.284
C 0.300 0.763 0.681
H 3.059 3.291 -2.365
H -0.673 -1.538 -3.281
H 7.123 -2.342 -0.616
C 1.987 -2.439 -5.583
C -3.645 3.603 -4.088
C 1.285 0.327 -1.991
H -3.388 -1.599 -1.524
C -8.868 -1.357 1.907
H 5.278 -1.324 -5.946
C -0.497 -2.962 5.371
C -0.946 -3.009 -1.717
H -1.289 -0.525 -5.846
C 1.647 -2.933 6.775
H -1.188 -2.930 6.275
H 3.665 0.017 3.422
C -4.042 -3.870 0.811
H -3.898 -5.453 -0.533
H -3.001 2.930 -4.625
N 1.355 5.046 -3.523
H 1.002 3.868 4.344
C -2.777 4.560 -3.265
C 1.865 -4.538 1.875
H 1.586 -1.632 -1.547
H 5.241 -3.136 -2.037
H 1.275 1.235 0.629
H 0.338 -5.177 0.472
H 3.712 -2.984 -4.482
H 4.511 4.112 -0.378
N 2.730 -3.996 -1.852
H 1.184 -4.439 2.720
C -8.863 -0.116 0.910
H 1.385 4.642 0.970
C 5.435 -2.045 -1.878
C 6.213 -1.883 -0.562
N -5.723 -0.477 3.408
H -2.153 5.198 -3.978
H -1.953 1.027 -6.155
H -4.772 -6.180 2.348
C -2.714 -2.501 -3.345
H 5.694 2.538 -3.594
H -1.210 3.235 -2.542
C 4.376 2.034 -0.402
C 4.372 -0.662 -6.019
H -1.416 4.779 -1.555
H -2.752 0.517 3.078
H -9.438 -0.242 0.035
H 3.197 -6.248 0.167
H -2.601 3.468 -1.446
H -7.416 1.244 -0.128
H -2.779 -0.374 -2.853
H 2.007 -1.979 6.320
H 1.864 -6.693 -0.845
H -4.272 4.183 -4.805
C -0.350 3.594 -5.965
H -4.264 -1.014 -2.860
H -0.021 0.704 1.738
C 0.935 4.985 0.059
H 1.278 2.808 6.595
C 4.632 2.235 -3.400
N -0.826 -3.379 -0.645
N 5.885 -4.912 0.465
H 2.034 0.397 4.018
H -9.315 0.707 1.398
H -6.887 0.450 1.422
C -0.133 -1.689 4.807
H 4.602 -0.887 -3.919
C 2.219 -5.888 -0.245
H 4.881 2.614 5.562
C 1.287 -5.550 0.907
H -9.861 -1.819 2.077
H 0.802 -1.296 1.030
C 0.137 3.653 4.903
H -3.078 -3.482 -3.031
N 1.097 1.296 -2.561
C -6.706 -0.732 -0.183
H 0.712 0.428 -5.115
C 0.476 -0.691 0.157
C 4.142 3.336 -2.498
C -0.851 3.209 3.821
H 6.065 -1.737 -2.680
H -4.449 -7.287 1.001
H 1.363 2.862 -5.004
H -0.453 -1.191 -0.146
H -3.067 -0.717 1.747
H 5.746 -1.907 1.641
C -3.287 -1.334 -2.554
H 6.472 -0.814 -0.341
C -4.278 2.526 1.934
H 3.855 -0.208 5.666
C -3.709 1.250 1.316
C -1.264 0.523 -5.574
H 4.057 2.121 -4.255
H -5.141 2.237 2.472
C 4.795 3.301 -1.093
H -3.560 2.992 2.665
H 2.669 6.204 -0.348
H 4.737 1.302 -2.837
H 4.540 4.201 -2.993
C -7.415 0.303 0.530
H 4.692 0.370 -6.179
C -1.961 3.971 -2.135
C 3.149 2.057 3.288
H -4.367 1.027 0.503
H 0.441 0.962 -6.741
N -5.132 2.370 -2.349
C 2.450 -4.746 -1.081
H -0.036 2.592 -4.185
N -2.644 -3.051 2.891
C 1.580 6.310 -0.322
C 0.969 6.851 -1.673
H -8.531 -1.076 2.885
N 0.134 -0.648 4.407
H 1.101 -2.682 7.677
H 3.628 -1.055 -6.722
H 2.510 -3.530 6.977
H 1.471 7.757 -1.961
H -3.449 5.293 -2.760
C -3.852 -5.315 0.544
H -0.103 5.087 0.370
H 5.533 1.683 4.324
C 1.535 -0.688 -0.985
H -0.498 1.254 0.121
H -1.727 2.815 4.349
H -1.511 0.529 -4.525
C 0.179 1.113 -5.725
H -0.073 7.058 -1.492
H 5.819 1.128 5.966
H -1.181 -3.562 4.731
H -5.866 -6.325 0.963
H 1.044 -6.562 1.327
N -1.414 2.112 7.720
C 3.086 0.780 3.963
C 5.047 1.565 5.337
C 0.360 2.546 -5.196
H 5.898 3.224 -1.094
C -1.159 -2.579 -3.105
H 0.593 1.572 5.496
C 0.422 2.554 5.968
C 5.539 -3.839 0.682
H -4.456 3.276 1.100
H 4.568 -1.387 -2.023
H 1.883 -3.648 1.277
C 3.024 -2.173 -4.525
C 3.720 -0.848 -4.653
H 3.055 1.245 6.111
```

Output
Kohn-Sham gap = 11.217 eV
spin multiplicity = 1

Asked for F_max across the records above, the calculation gives 2.25 1.83 1.88 5.30 eV/Å in order.